(1)
A cluster of 2 separate species, C4H14N2 in total in a non-equilibrium geometry. Source: the Open Molecules 2025 dataset; level of theory: wB97M-V/def2-TZVPD.

## Properties
SMILES: CCC.NCN
Energy in eV: -7353.610
Gap between HOMO and LUMO in eV: 9.712
Energy relative to the best compared isomer or geometry (same formula, charge and spin) in eV: 1.5072

Positions of all 20 atoms, in Å:
C: 0.49 1.96 -0.33
C: -0.35 2.06 -1.57
C: -0.45 0.65 -2.24
H: 0.15 1.00 0.24
H: 0.38 2.82 0.28
H: 1.57 1.80 -0.45
H: 0.18 2.63 -2.44
H: -1.29 2.58 -1.57
H: -1.25 0.67 -3.08
H: 0.60 0.52 -2.51
H: -0.85 -0.17 -1.60
N: 0.88 -2.46 1.33
C: 0.44 -1.06 1.31
N: -1.02 -0.96 1.50
H: 1.77 -2.56 1.75
H: 0.26 -3.22 1.35
H: 0.81 -0.49 2.26
H: 0.78 -0.60 0.30
H: -1.45 -0.98 0.59
H: -1.47 -1.72 2.03

Löwdin population analysis, charges in e, atoms 1 to 8: C -0.138; C -0.331; C -0.139; H 0.050; H 0.056; H 0.078; H 0.124; H 0.081

---

(2)
A cluster of 2 separate species, C6H10O in total. Source: the Open Molecules 2025 dataset; level of theory: wB97M-V/def2-TZVPD.

## Properties
Energy in eV: -8427.257
Gap between HOMO and LUMO in eV: 8.982
Energy relative to the best compared isomer or geometry (same formula, charge and spin) in eV: 3.9831

Positions of all 17 atoms, in Å:
C: 0.28 -0.85 0.72
C: 1.41 0.08 0.34
O: 1.06 1.33 0.22
C: -0.29 1.85 0.49
C: -1.34 1.33 -0.45
C: -1.46 0.08 -0.89
C: -0.60 -1.10 -0.52
H: -0.35 -0.47 1.55
H: 0.72 -1.80 1.04
H: 3.60 -2.11 -0.25
H: 3.17 -1.55 -0.01
H: -0.53 1.67 1.54
H: -0.17 2.93 0.35
H: -2.04 2.08 -0.81
H: -2.25 -0.13 -1.61
H: 0.04 -1.37 -1.37
H: -1.25 -1.97 -0.34

Löwdin population analysis, charges in e, atoms 1 to 8: C -0.220; C -0.057; O -0.085; C -0.153; C -0.080; C -0.098; C -0.191; H 0.114

---

(3)
A structure of composition CHDyF3NOS2 in a non-equilibrium geometry. Source: the Open Molecules 2025 dataset; level of theory: wB97M-V/def2-TZVPD.

## Properties
2S+1: 6
Energy in eV: -58494.126
Expectation value of S²: 9.35
Gap between HOMO and LUMO (alpha / beta) in eV: 6.066 / 6.024

Positions of all 10 atoms, in Å:
N: -1.77 0.63 -0.52
S: -2.02 -0.99 0.14
S: -0.32 1.22 -0.40
C: 0.86 0.07 -1.43
F: 1.36 -0.99 -0.78
F: 0.24 -0.38 -2.52
F: 1.90 0.81 -1.83
Dy: -0.31 -0.91 2.23
O: 0.38 0.88 0.97
H: -0.34 -0.33 4.14

Löwdin population analysis, charges in e, atoms 1 to 8: N -0.811; S 0.203; S 0.810; C -0.754; F 0.068; F 0.107; F 0.093; Dy 1.313

---

(4)
A cluster of 2 separate species, C20H19ClNO5 in total in a non-equilibrium geometry. Source: the Open Molecules 2025 dataset; level of theory: wB97M-V/def2-TZVPD.

## Properties
Net charge: -1
Energy in eV: -45296.138
Gap between HOMO and LUMO in eV: 3.314

Positions of all 46 atoms, in Å:
C: -1.30 -5.25 -1.49
C: -1.79 -4.24 -0.49
O: -1.81 -2.93 -1.08
C: -2.03 -1.98 -0.11
C: -2.21 -0.64 -0.66
C: -2.88 0.37 0.04
C: -3.05 0.25 1.47
C: -3.63 1.28 2.21
Cl: -3.70 1.12 3.92
C: -4.10 2.44 1.59
C: -4.04 2.53 0.19
C: -3.48 1.52 -0.57
O: -2.14 -2.34 1.06
H: -1.48 -6.26 -1.09
H: -1.79 -5.18 -2.47
H: -0.21 -5.16 -1.65
H: -2.79 -4.51 -0.14
H: -1.11 -4.24 0.37
H: -2.23 -0.60 -1.74
H: -2.70 -0.64 1.96
H: -4.51 3.24 2.21
H: -4.42 3.44 -0.28
H: -3.46 1.60 -1.66
C: 3.59 -3.31 0.03
C: 3.03 -2.16 0.87
C: 2.72 -0.92 0.13
C: 2.24 0.16 0.79
C: 2.23 1.53 0.27
C: 2.12 2.63 1.16
C: 2.14 3.93 0.70
C: 2.32 4.17 -0.68
N: 2.36 5.51 -1.17
O: 2.55 5.69 -2.39
O: 2.22 6.44 -0.35
C: 2.49 3.09 -1.57
C: 2.48 1.79 -1.10
O: 2.85 -2.27 2.08
H: 4.17 -2.96 -0.83
H: 4.21 -3.95 0.66
H: 2.74 -3.90 -0.33
H: 3.05 -0.89 -0.92
H: 2.01 0.08 1.87
H: 2.02 2.45 2.24
H: 2.00 4.79 1.35
H: 2.62 3.31 -2.63
H: 2.65 0.96 -1.78

Löwdin population analysis, charges in e, atoms 1 to 8: C -0.095; C -0.269; O -0.051; C -0.524; C -0.058; C -0.252; C -0.070; C -0.716

---

(5)
A structure of composition C5H11MgN2O2PS in a non-equilibrium geometry. Source: the Open Molecules 2025 dataset; level of theory: wB97M-V/def2-TZVPD.

## Properties
Net charge: +2
Energy in eV: -37991.195
Gap between HOMO and LUMO in eV: 6.500

Positions of all 23 atoms, in Å:
C: -0.68 -1.03 2.32
C: 0.57 -1.55 1.68
N: 0.92 -2.76 1.84
C: 1.42 -0.58 0.88
O: 1.20 -0.80 -0.58
C: 0.17 -0.34 -1.16
O: -0.81 -1.05 -1.50
N: 0.01 0.99 -1.54
C: 1.06 1.96 -1.12
P: -1.65 1.43 -1.41
S: -2.83 0.84 -2.93
H: -1.42 -1.83 2.39
H: -1.12 -0.20 1.76
H: -0.49 -0.68 3.33
H: 1.80 -2.99 1.39
H: 1.22 0.45 1.16
H: 2.47 -0.81 1.03
H: 2.03 1.58 -1.45
H: 1.05 2.18 -0.06
H: 0.89 2.88 -1.67
H: -1.61 2.82 -1.36
H: -2.13 0.95 -0.19
Mg: -2.09 -1.47 -2.80

Löwdin population analysis, charges in e, atoms 1 to 8: C -0.023; C -0.396; N 0.203; C -0.018; O 0.109; C -0.577; O -0.127; N -0.205

---

(6)
The molecule OS in a non-equilibrium geometry. Source: the Open Molecules 2025 dataset; level of theory: wB97M-V/def2-TZVPD.

## Properties
SMILES: O=S
Energy in eV: -12880.027
Gap between HOMO and LUMO in eV: 6.411
Energy relative to the best compared isomer or geometry (same formula, charge and spin) in eV: 0.0188

Positions of all 2 atoms, in Å:
O: -0.13 -0.62 -0.73
S: 0.06 0.31 0.37

Löwdin charges, unit e, in atom order: O -0.700; S 0.700

---

(7)
A structure of composition C34H46CuN5O2SbSi3. Source: the Open Molecules 2025 dataset; level of theory: wB97M-V/def2-TZVPD.

## Properties
2S+1: 2
Energy in eV: -122363.073
Expectation value of S²: 0.75
Gap between HOMO and LUMO (alpha / beta) in eV: 7.341 / 6.905

Positions of all 92 atoms, in Å:
Cu: -0.52 1.86 -0.38
O: 1.35 3.88 2.64
C: 1.03 3.35 1.60
N: -0.21 3.25 1.02
C: -1.21 4.09 1.40
O: -1.19 5.00 2.20
C: -2.48 3.82 0.62
C: -3.65 4.47 0.98
C: -4.79 4.25 0.23
C: -4.71 3.41 -0.87
C: -3.50 2.80 -1.16
N: -2.40 2.98 -0.42
C: 2.07 2.67 0.75
C: 3.39 3.09 0.79
C: 4.30 2.48 -0.05
C: 3.88 1.41 -0.83
C: 2.55 1.03 -0.77
N: 1.64 1.67 -0.04
H: -3.62 5.13 1.83
H: -5.72 4.73 0.49
H: -5.56 3.21 -1.50
H: -3.41 2.15 -2.01
H: 3.65 3.89 1.46
H: 5.33 2.81 -0.08
H: 4.56 0.87 -1.47
H: 2.19 0.19 -1.35
C: 1.37 -2.04 -2.22
Sb: -0.19 -1.57 -0.75
C: -0.87 0.36 -1.69
C: -2.33 0.02 -1.64
C: -3.09 -0.34 -2.77
C: -4.44 -0.61 -2.64
C: -5.04 -0.55 -1.39
C: -4.22 -0.25 -0.32
N: -2.92 0.02 -0.43
Si: -0.33 0.92 -3.40
C: -0.38 -0.46 -4.70
C: 1.37 1.71 -3.52
C: -1.43 2.33 -4.00
C: 1.04 -1.91 1.23
C: 0.35 -0.93 2.12
C: 0.68 -0.67 3.45
C: -0.06 0.26 4.17
C: -1.14 0.89 3.56
C: -1.43 0.56 2.25
N: -0.68 -0.30 1.55
Si: 0.24 -3.61 1.63
C: 0.52 -4.18 3.40
C: -1.65 -3.58 1.50
C: 0.94 -4.87 0.42
Si: 2.93 -1.92 1.47
C: 3.51 -3.19 2.73
C: 3.57 -0.29 2.17
C: 3.95 -2.32 -0.05
H: 1.73 -1.18 -2.78
H: 0.89 -2.72 -2.93
H: 2.21 -2.56 -1.77
H: -2.62 -0.43 -3.73
H: -5.02 -0.87 -3.52
H: -6.09 -0.75 -1.25
H: -4.62 -0.23 0.69
H: -0.62 -1.43 -4.27
H: 0.59 -0.56 -5.20
H: -1.12 -0.25 -5.48
H: 2.21 1.01 -3.48
H: 1.53 2.48 -2.75
H: 1.42 2.21 -4.49
H: -2.49 2.09 -4.07
H: -1.09 2.62 -5.00
H: -1.32 3.20 -3.35
H: 1.51 -1.18 3.92
H: 0.20 0.49 5.19
H: -1.74 1.62 4.09
H: -2.27 0.99 1.72
H: 0.29 -3.38 4.11
H: 1.52 -4.55 3.61
H: -0.18 -5.00 3.61
H: -2.05 -2.58 1.66
H: -2.07 -4.24 2.26
H: -1.99 -3.91 0.53
H: 2.03 -4.93 0.49
H: 0.68 -4.60 -0.60
H: 0.53 -5.86 0.62
H: 3.05 -3.07 3.71
H: 4.59 -3.05 2.86
H: 3.35 -4.22 2.41
H: 3.99 -0.46 3.16
H: 2.80 0.48 2.29
H: 4.36 0.11 1.55
H: 3.68 -3.28 -0.50
H: 4.99 -2.40 0.28
H: 3.90 -1.55 -0.82

Löwdin population analysis, charges in e, atoms 1 to 8: Cu 0.543; O 0.107; C -0.436; N 0.066; C -0.444; O 0.096; C -0.175; C 0.011

---

(8)
A cluster of 3 separate species, C3HNO3 in total in a non-equilibrium geometry. Source: the Open Molecules 2025 dataset; level of theory: wB97M-V/def2-TZVPD.

## Properties
Energy in eV: -10757.644
Gap between HOMO and LUMO in eV: 11.834
Energy relative to the best compared isomer or geometry (same formula, charge and spin) in eV: 1.1245

Positions of all 8 atoms, in Å:
C: -0.78 -0.26 0.25
C: -3.12 0.14 1.06
C: 2.79 -0.99 -0.74
N: -0.60 0.90 0.39
O: 2.73 -0.23 -1.57
O: -3.71 0.44 0.16
O: 2.77 -1.55 0.27
H: -0.08 1.57 0.18

Löwdin charges, unit e, in atom order: C -0.011; C -0.078; C -0.450; N 0.104; O 0.227; O 0.042; O 0.196; H -0.029

---

(9)
A structure of composition C44H38N3O8SW in a non-equilibrium geometry. Source: the Open Molecules 2025 dataset; level of theory: wB97M-V/def2-TZVPD.

## Properties
2S+1: 3
Net charge: +1
Energy in eV: -79747.766
Expectation value of S²: 2.03
Gap between HOMO and LUMO (alpha / beta) in eV: 5.428 / 6.679
Energy relative to the best compared isomer or geometry (same formula, charge and spin) in eV: 1.0707

Positions of all 95 atoms, in Å:
W: 0.15 -0.13 -0.15
O: 0.32 -0.32 1.73
C: -0.41 -0.99 2.60
C: -1.38 -1.93 2.20
C: -2.01 -2.73 3.18
C: -2.89 -3.71 2.81
C: -3.22 -3.95 1.47
C: -2.64 -3.16 0.50
C: -1.74 -2.16 0.83
O: -1.21 -1.38 -0.13
N: -3.49 -4.55 3.85
O: -3.32 -4.21 5.01
O: -4.13 -5.51 3.49
H: -0.19 -0.83 3.65
H: -1.79 -2.58 4.23
H: -3.92 -4.73 1.22
H: -2.89 -3.30 -0.55
C: 4.63 2.80 -4.28
C: 3.67 2.59 -3.13
C: 3.49 3.84 -2.29
O: 4.15 1.52 -2.29
C: 3.15 0.53 -2.19
C: 1.89 1.29 -2.67
O: 2.43 2.13 -3.65
C: 0.67 0.45 -3.16
O: 0.05 0.00 -1.96
C: 1.05 -0.76 -4.01
C: 2.02 -0.69 -5.00
C: 2.31 -1.80 -5.77
C: 1.64 -3.00 -5.56
C: 0.68 -3.08 -4.57
C: 0.39 -1.97 -3.80
C: -0.29 1.39 -3.91
C: -1.44 1.86 -3.28
C: -2.29 2.76 -3.91
C: -1.99 3.21 -5.18
C: -0.85 2.74 -5.82
C: -0.01 1.84 -5.20
C: 3.02 -0.10 -0.76
O: 1.86 0.44 -0.15
C: 2.82 -1.62 -0.97
C: 3.76 -2.35 -1.68
C: 3.59 -3.70 -1.91
C: 2.45 -4.35 -1.45
C: 1.53 -3.66 -0.70
C: 1.72 -2.30 -0.44
C: 4.22 0.07 0.18
C: 3.96 0.11 1.55
C: 5.00 0.18 2.46
C: 6.31 0.20 2.01
C: 6.57 0.17 0.65
C: 5.53 0.11 -0.27
H: 5.59 3.14 -3.91
H: 4.21 3.55 -4.96
H: 4.76 1.87 -4.83
H: 4.43 4.09 -1.81
H: 2.75 3.67 -1.51
H: 3.16 4.66 -2.92
H: 3.37 -0.27 -2.90
H: 1.49 1.89 -1.85
H: 2.57 0.23 -5.16
H: 3.07 -1.74 -6.54
H: 1.86 -3.86 -6.18
H: 0.16 -4.01 -4.40
H: -0.38 -2.03 -3.03
H: -1.68 1.49 -2.29
H: -3.18 3.11 -3.40
H: -2.65 3.91 -5.68
H: -0.62 3.08 -6.82
H: 0.87 1.49 -5.71
H: 4.65 -1.85 -2.06
H: 4.35 -4.25 -2.45
H: 2.30 -5.40 -1.66
H: 0.66 -4.16 -0.29
H: 1.10 -1.84 0.34
H: 2.94 0.09 1.91
H: 4.79 0.22 3.52
H: 7.13 0.25 2.71
H: 7.59 0.20 0.29
H: 5.75 0.11 -1.33
N: -4.68 4.96 0.11
C: -3.33 5.05 0.02
S: -2.62 6.49 -0.40
C: -2.54 3.84 0.20
C: -1.14 3.90 0.32
C: -0.39 2.76 0.35
N: -0.94 1.51 0.23
C: -2.30 1.45 0.24
C: -3.10 2.56 0.23
H: -5.20 5.82 0.02
H: -5.13 4.21 0.60
H: -0.66 4.86 0.40
H: 0.68 2.77 0.46
H: -2.72 0.45 0.23
H: -4.17 2.42 0.21

Löwdin population analysis, charges in e, atoms 1 to 8: W 1.711; O -0.240; C -0.085; C -0.127; C 0.069; C -0.132; C 0.034; C 0.020

---

(10)
A cluster of 2 separate species, C5H10NO3 in total in a non-equilibrium geometry. Source: the Open Molecules 2025 dataset; level of theory: wB97M-V/def2-TZVPD.

## Properties
Net charge: -1
Energy in eV: -12982.579
Gap between HOMO and LUMO in eV: 8.815
Energy relative to the best compared isomer or geometry (same formula, charge and spin) in eV: 0.0269

Positions of all 19 atoms, in Å:
C: -0.82 1.64 0.17
C: 0.37 2.59 -0.18
C: -0.57 1.12 1.59
O: -1.18 1.54 2.57
N: 0.41 0.21 1.67
H: -1.77 2.15 0.16
H: -0.78 0.75 -0.46
H: 0.90 2.89 0.73
H: 0.56 -0.28 2.54
H: 0.84 -0.27 0.87
H: 0.00 3.53 -0.59
H: 1.06 2.08 -0.85
C: -0.01 -3.03 -1.88
C: 0.37 -1.67 -1.28
O: 1.11 -1.70 -0.26
O: -0.03 -0.64 -1.86
H: -1.03 -2.93 -2.24
H: 0.06 -3.84 -1.16
H: 0.68 -3.18 -2.71

Löwdin population analysis, charges in e, atoms 1 to 8: C -0.151; C -0.091; C -0.587; O -0.022; N 0.167; H 0.099; H 0.068; H 0.066

---

(11)
A structure of composition C15H27BN2O2SZr in a non-equilibrium geometry. Source: the Open Molecules 2025 dataset; level of theory: wB97M-V/def2-TZVPD.

## Properties
Net charge: +4
Energy in eV: -35795.785
Gap between HOMO and LUMO in eV: 1.607

Positions of all 49 atoms, in Å:
C: 5.22 2.34 1.41
C: 4.86 1.85 -0.12
C: 3.60 0.76 -0.18
C: 3.81 -0.30 -1.42
C: 3.47 -1.85 -0.99
C: 1.88 -2.13 -0.65
C: 1.49 -1.93 0.94
C: -0.06 -2.48 1.23
C: -1.06 -1.28 0.68
C: -2.65 -1.57 0.93
C: -3.66 -0.93 -0.19
C: -3.21 -1.47 -1.71
N: -2.90 -1.93 -2.88
C: -3.83 0.70 -0.13
S: -3.18 1.34 -1.81
C: -3.06 1.43 1.12
N: -2.14 1.98 1.88
C: -5.42 1.20 -0.05
B: -5.44 2.88 -0.03
O: -5.41 3.66 1.25
O: -5.44 3.71 -1.27
H: 4.88 3.46 1.53
H: 6.40 2.27 1.54
H: 4.70 1.64 2.20
H: 5.86 1.39 -0.57
H: 4.50 2.78 -0.78
H: 3.42 0.21 0.85
H: 2.59 1.35 -0.42
H: 4.89 -0.30 -1.88
H: 3.04 -0.01 -2.28
H: 4.07 -2.11 0.00
H: 3.78 -2.61 -1.83
H: 1.22 -1.42 -1.31
H: 1.60 -3.23 -0.95
H: 2.28 -2.41 1.67
H: 1.47 -0.75 1.12
H: -0.20 -2.63 2.39
H: -0.25 -3.45 0.59
H: -0.79 -0.97 -0.43
H: -0.79 -0.32 1.34
H: -3.02 -1.29 2.03
H: -2.78 -2.75 0.86
H: -4.74 -1.41 -0.02
H: -1.78 1.57 -1.67
H: -5.81 0.82 1.01
H: -6.08 0.80 -0.93
H: -4.49 4.11 1.30
H: -4.46 3.93 -1.41
Zr: 3.62 -4.61 -1.96

Löwdin population analysis, charges in e, atoms 1 to 8: C -0.094; C -0.210; C -0.189; C -0.166; C -0.248; C -0.213; C -0.178; C -0.157

---

(12)
A structure of composition C5H12N4O in a non-equilibrium geometry. Source: the Open Molecules 2025 dataset; level of theory: wB97M-V/def2-TZVPD.

## Properties
Energy in eV: -13382.593
Gap between HOMO and LUMO in eV: 9.552
Energy relative to the best compared isomer or geometry (same formula, charge and spin) in eV: 4.8432

Positions of all 22 atoms, in Å:
C: 0.52 -0.71 0.40
C: -1.57 -1.03 -0.80
C: -1.43 0.74 1.06
C: 1.54 0.45 -1.87
C: -1.00 -0.66 0.64
N: 1.25 -0.37 1.52
N: 1.93 0.66 1.52
N: 1.91 1.37 0.43
N: 0.93 0.81 -0.59
O: -1.41 -1.61 1.67
H: 0.77 -1.67 -0.17
H: -1.43 -0.21 -1.56
H: -2.56 -1.18 -0.67
H: -1.10 -1.90 -1.16
H: -2.45 0.94 0.80
H: -1.23 1.06 2.13
H: -0.76 1.41 0.43
H: 0.81 0.50 -2.60
H: 2.44 1.02 -2.00
H: 1.77 -0.63 -1.99
H: 2.12 2.39 0.34
H: -1.03 -1.38 2.46

Löwdin population analysis, charges in e, atoms 1 to 8: C -0.155; C 0.003; C -0.046; C -0.127; C -0.527; N 0.002; N -0.036; N -0.037